[1]
{
  "formula": "C2H2FNO",
  "method": "ωB97M-V with the def2-TZVPD basis set",
  "homo_energy_ev": -10.800,
  "relative_energy_ev": 2.416,
  "symbols": ["C", "C", "N", "O", "F", "H", "H"],
  "positions_angstrom": [[2.050, 0.493, 0.075], [0.776, -0.011, -0.357], [3.109, 0.963, 0.250], [0.063, 1.137, -0.413], [0.780, -0.812, -1.403], [0.295, -0.852, 0.921], [-0.676, 1.155, -1.180]],
  "lowdin_charge": [-0.166, -0.546, 0.184, -0.002, 0.095, 0.228, 0.206]
}


[2]
{
  "formula": "C27H30CrIN6O3",
  "method": "ωB97M-V with the def2-TZVPD basis set",
  "spin_multiplicity": 4,
  "homo_energy_ev": [2.454, -0.286],
  "charge": -2,
  "symbols": ["C", "I", "H", "H", "H", "C", "C", "N", "C", "N", "H", "H", "C", "C", "N", "H", "N", "H", "Cr", "C", "O", "C", "C", "H", "H", "H", "C", "H", "H", "H", "C", "H", "H", "H", "C", "H", "H", "H", "O", "C", "N", "C", "C", "O", "N", "C", "C", "C", "C", "C", "C", "C", "C", "C", "C", "C", "C", "H", "H", "H", "H", "H", "H", "H", "H", "H", "H", "H"],
  "positions_angstrom": [[1.742, 4.632, -0.692], [1.430, 6.264, -2.482], [2.060, 5.328, 0.084], [0.669, 4.677, -0.897], [2.505, 4.422, -1.443], [2.159, -0.648, -3.801], [3.272, 0.033, -3.479], [2.908, 0.980, -2.544], [1.563, 0.951, -2.301], [1.125, -0.104, -3.066], [2.023, -1.477, -4.473], [4.289, -0.094, -3.804], [-3.272, 3.260, 0.118], [-1.083, 2.663, 0.008], [-2.293, 2.633, -0.627], [-3.108, 4.158, 2.122], [-1.370, 3.254, 1.208], [-4.287, 3.350, -0.218], [0.578, 1.684, -0.666], [1.781, 3.065, 0.162], [2.481, 3.006, 1.127], [-2.690, 3.656, 1.269], [-0.462, 3.459, 2.317], [-1.076, 3.772, 3.170], [0.273, 4.250, 2.114], [0.073, 2.535, 2.582], [-2.543, 2.012, -1.907], [-3.554, 2.287, -2.224], [-2.495, 0.916, -1.827], [-1.818, 2.347, -2.663], [-0.218, -0.623, -3.143], [-0.453, -0.852, -4.192], [-0.943, 0.107, -2.761], [-0.318, -1.558, -2.566], [3.868, 1.873, -1.944], [3.670, 2.917, -2.219], [4.850, 1.591, -2.340], [3.882, 1.776, -0.852], [2.942, -0.623, 0.137], [1.781, -0.925, 0.385], [1.320, -2.166, 0.803], [-0.094, -2.171, 1.102], [-0.470, -0.770, 0.626], [-1.629, -0.336, 0.477], [0.654, -0.091, 0.274], [-0.841, -3.168, 0.232], [-2.229, -3.272, 0.357], [-2.952, -4.109, -0.498], [-2.279, -4.849, -1.481], [-0.892, -4.733, -1.610], [-0.169, -3.887, -0.758], [-0.302, -2.310, 2.600], [-0.753, -3.498, 3.185], [-0.740, -3.633, 4.581], [-0.273, -2.585, 5.385], [0.145, -1.387, 4.794], [0.121, -1.247, 3.401], [1.986, -2.859, 1.124], [-2.741, -2.674, 1.115], [-4.035, -4.170, -0.391], [-2.841, -5.510, -2.141], [-0.353, -5.295, -2.377], [0.916, -3.790, -0.859], [-1.103, -4.315, 2.552], [-1.089, -4.562, 5.027], [-0.236, -2.702, 6.469], [0.498, -0.554, 5.406], [0.442, -0.312, 2.936]],
  "lowdin_charge": [-0.532, -0.089, 0.027, -0.087, -0.094, -0.086, -0.070, -0.125, -0.123, -0.132, 0.097, 0.109, -0.066, -0.141, -0.133, 0.106, -0.114, 0.106, 0.500, -0.443, -0.070, -0.069, -0.022, 0.083, 0.093, 0.094, -0.045, 0.086, 0.074, 0.096, -0.030, 0.075, 0.056, 0.094, -0.025, 0.088, 0.086, 0.085, 0.040, -0.509, 0.137, -0.298, -0.432, 0.026, 0.059, -0.170, -0.055, -0.175, -0.246, -0.215, -0.078, -0.130, -0.052, -0.120, -0.121, -0.090, -0.012, 0.149, 0.114, 0.065, 0.042, 0.041, 0.090, 0.098, 0.082, 0.086, 0.095, 0.119]
}


[3]
{
  "formula": "C3H8O3",
  "method": "ωB97M-V with the def2-TZVPD basis set",
  "homo_energy_ev": -10.382,
  "relative_energy_ev": 1.037,
  "smiles": "O=CO.CCO",
  "symbols": ["C", "O", "C", "H", "H", "H", "H", "H", "H", "O", "C", "O", "H", "H"],
  "positions_angstrom": [[-1.082, 0.192, -0.192], [-2.341, 0.437, -0.816], [-1.089, -1.043, 0.676], [-0.383, 0.076, -1.022], [-0.775, 1.073, 0.383], [-3.026, 0.352, -0.145], [-1.430, -1.910, 0.112], [-0.091, -1.236, 1.068], [-1.753, -0.923, 1.538], [2.639, -0.905, -0.678], [2.542, 0.271, -0.561], [2.148, 0.860, 0.592], [2.799, 0.996, -1.348], [1.842, 1.760, 0.394]],
  "lowdin_charge": [-0.336, -0.081, -0.085, 0.104, 0.101, 0.078, 0.080, 0.071, 0.075, 0.092, -0.406, 0.058, 0.139, 0.110]
}


[4]
{
  "formula": "C26H43FNO2Sb2Se2SiTi",
  "method": "ωB97M-V with the def2-TZVPD basis set",
  "spin_multiplicity": 3,
  "homo_energy_ev": [-3.343, -3.773],
  "charge": -1,
  "symbols": ["Ti", "O", "C", "C", "C", "O", "C", "Se", "C", "Se", "H", "H", "H", "H", "H", "H", "H", "H", "H", "H", "C", "Sb", "C", "C", "C", "C", "C", "C", "C", "C", "C", "Sb", "C", "C", "H", "H", "H", "H", "H", "H", "H", "H", "H", "H", "H", "H", "H", "H", "H", "H", "H", "H", "H", "H", "C", "Si", "C", "C", "N", "C", "C", "C", "C", "C", "C", "F", "H", "H", "H", "H", "H", "H", "H", "H", "H", "H", "H", "H", "H"],
  "positions_angstrom": [[-0.296, 0.892, -0.607], [-0.838, -2.701, -5.665], [0.172, -1.970, -4.990], [-0.340, -1.081, -3.845], [0.936, -0.615, -3.136], [0.799, 0.574, -2.363], [-1.208, -1.925, -2.907], [-1.801, -1.044, -1.232], [-1.153, 0.094, -4.394], [-0.074, 1.538, -5.193], [-1.454, -2.064, -6.041], [0.724, -1.330, -5.689], [0.862, -2.716, -4.581], [1.705, -0.434, -3.891], [1.277, -1.413, -2.478], [0.596, 1.267, -3.072], [-0.665, -2.835, -2.634], [-2.126, -2.222, -3.409], [-1.734, 0.529, -3.584], [-1.868, -0.260, -5.142], [3.194, -2.910, -1.094], [1.507, -2.301, 0.164], [0.404, -4.153, -0.033], [2.611, -2.996, 1.960], [1.710, -3.058, 3.140], [1.081, -4.271, 3.436], [0.157, -4.393, 4.458], [-0.157, -3.282, 5.227], [0.487, -2.084, 4.975], [1.422, -1.941, 3.948], [2.085, -0.616, 3.786], [0.874, 1.008, 2.833], [2.071, 1.074, 1.014], [-0.726, -0.258, 2.139], [3.055, -3.929, -1.454], [4.102, -2.866, -0.492], [3.308, -2.244, -1.947], [1.047, -4.942, -0.420], [-0.444, -3.995, -0.696], [0.025, -4.426, 0.951], [3.453, -2.318, 2.092], [2.996, -3.983, 1.702], [1.338, -5.142, 2.843], [-0.314, -5.348, 4.657], [-0.887, -3.354, 6.024], [0.266, -1.216, 5.589], [3.024, -0.670, 3.237], [2.303, -0.208, 4.774], [1.392, 1.020, 0.159], [2.800, 0.272, 0.950], [2.585, 2.031, 0.964], [-1.646, 0.002, 2.660], [-0.515, -1.317, 2.271], [-0.872, -0.029, 1.081], [-1.282, 4.165, 2.954], [-0.443, 3.987, 1.246], [1.388, 4.439, 1.478], [-1.134, 5.355, 0.127], [-0.758, 2.428, 0.602], [-1.809, 2.401, -0.318], [-3.158, 2.130, -0.034], [-4.098, 2.156, -1.046], [-3.743, 2.473, -2.356], [-2.427, 2.774, -2.678], [-1.497, 2.695, -1.668], [-0.177, 3.028, -1.886], [-0.603, 4.619, 3.679], [-1.575, 3.188, 3.339], [-2.181, 4.785, 2.896], [1.446, 5.502, 1.725], [1.969, 4.281, 0.566], [1.854, 3.886, 2.294], [-1.077, 6.334, 0.608], [-2.180, 5.159, -0.120], [-0.579, 5.408, -0.812], [-3.428, 1.908, 0.991], [-5.133, 1.934, -0.817], [-4.495, 2.483, -3.133], [-2.125, 3.037, -3.684]],
  "lowdin_charge": [0.416, -0.061, -0.239, -0.583, -0.258, -0.266, -0.501, 0.611, -0.589, 0.422, 0.076, 0.102, 0.128, 0.110, 0.057, -0.017, 0.044, 0.056, 0.004, 0.049, -0.309, 1.405, -0.297, -0.320, -0.300, -0.076, -0.098, -0.100, -0.072, -0.308, -0.329, 1.397, -0.326, -0.341, -0.003, -0.008, -0.016, 0.002, -0.026, -0.013, 0.045, 0.058, 0.106, 0.096, 0.095, 0.110, 0.034, 0.038, -0.070, -0.013, -0.001, 0.019, -0.004, -0.118, -0.193, 0.376, -0.200, -0.162, -0.212, -0.476, -0.041, -0.091, -0.073, -0.030, -0.292, 0.014, 0.017, -0.006, 0.017, 0.026, 0.026, -0.014, 0.027, 0.032, 0.031, 0.118, 0.101, 0.103, 0.081]
}


[5]
{
  "formula": "C25H26CoN8Se",
  "method": "ωB97M-V with the def2-TZVPD basis set",
  "spin_multiplicity": 2,
  "homo_energy_ev": [-14.241, -14.244],
  "relative_energy_ev": 0.364,
  "charge": 2,
  "symbols": ["Co", "C", "C", "C", "C", "C", "C", "C", "H", "H", "H", "H", "H", "H", "H", "H", "Se", "N", "C", "C", "C", "C", "C", "N", "C", "C", "N", "C", "C", "C", "C", "C", "N", "H", "H", "H", "H", "H", "H", "C", "N", "C", "N", "C", "N", "C", "N", "C", "C", "H", "H", "H", "H", "H", "H", "H", "H", "H", "H", "H", "H"],
  "positions_angstrom": [[-0.019, 0.466, 0.695], [-4.028, 2.587, 0.802], [-2.674, 2.244, 1.354], [-1.545, 3.002, 1.005], [-0.302, 2.782, 1.596], [-0.134, 1.717, 2.481], [-1.241, 0.902, 2.773], [-2.501, 1.196, 2.250], [-3.972, 2.889, -0.245], [-4.444, 3.432, 1.357], [-4.727, 1.757, 0.896], [-1.658, 3.820, 0.302], [0.534, 3.429, 1.362], [0.798, 1.584, 3.014], [-1.136, 0.087, 3.479], [-3.352, 0.591, 2.537], [7.404, -0.115, 0.135], [6.197, -0.983, 1.092], [5.032, -0.499, 0.747], [3.767, -0.965, 1.315], [3.657, -1.980, 2.269], [2.406, -2.341, 2.728], [1.285, -1.675, 2.243], [1.386, -0.705, 1.340], [2.605, -0.359, 0.872], [2.614, 0.670, -0.147], [1.400, 1.122, -0.521], [1.321, 2.053, -1.466], [2.456, 2.583, -2.073], [3.701, 2.128, -1.688], [3.790, 1.137, -0.706], [5.044, 0.545, -0.243], [6.219, 0.905, -0.690], [4.555, -2.469, 2.625], [2.281, -3.127, 3.459], [0.289, -1.926, 2.588], [0.330, 2.386, -1.749], [2.345, 3.337, -2.840], [4.611, 2.515, -2.129], [-0.330, -1.654, -1.335], [-1.200, -0.721, -0.528], [-2.207, -1.584, 0.190], [-2.975, -2.397, -0.717], [-2.063, -3.259, -1.482], [-1.095, -2.463, -2.249], [-1.833, -1.582, -3.163], [-2.745, -0.691, -2.431], [-1.976, 0.113, -1.518], [-3.683, -1.519, -1.659], [0.207, -2.294, -0.633], [0.388, -1.044, -1.886], [-2.874, -0.929, 0.748], [-1.662, -2.224, 0.889], [-2.645, -3.872, -2.167], [-1.528, -3.917, -0.795], [-2.411, -2.189, -3.858], [-1.124, -0.981, -3.735], [-2.643, 0.769, -0.954], [-1.261, 0.719, -2.080], [-4.264, -2.132, -2.347], [-4.367, -0.873, -1.107]],
  "lowdin_charge": [0.648, -0.019, -0.259, -0.003, -0.075, -0.152, -0.079, -0.027, 0.093, 0.108, 0.090, 0.136, 0.130, 0.132, 0.126, 0.135, 1.248, -0.201, -0.333, -0.055, 0.063, 0.012, -0.064, 0.044, -0.116, -0.121, 0.050, -0.073, 0.010, 0.061, -0.056, -0.334, -0.201, 0.139, 0.130, 0.124, 0.121, 0.130, 0.139, -0.166, -0.134, -0.158, -0.073, -0.135, -0.074, -0.136, -0.072, -0.158, -0.134, 0.124, 0.125, 0.110, 0.127, 0.139, 0.135, 0.139, 0.135, 0.113, 0.118, 0.139, 0.133]
}


[6]
{
  "formula": "C4H8Cl2N",
  "method": "ωB97M-V with the def2-TZVPD basis set",
  "spin_multiplicity": 3,
  "homo_energy_ev": [-11.790, -14.662],
  "relative_energy_ev": 1.126,
  "charge": 1,
  "symbols": ["C", "C", "C", "C", "N", "Cl", "Cl", "H", "H", "H", "H", "H", "H", "H", "H"],
  "positions_angstrom": [[-0.870, 1.518, 1.392], [-0.138, 0.541, 0.581], [0.167, -2.149, -2.726], [1.081, 0.040, 1.147], [-0.651, 0.247, -0.548], [-0.810, -3.315, -3.404], [1.847, -2.542, -2.806], [-0.230, 2.071, 2.066], [-1.235, 2.335, 0.695], [1.916, 0.518, 0.545], [1.376, -0.940, 1.032], [1.124, 0.464, 2.240], [-1.434, 0.771, -0.967], [-0.430, -0.587, -1.200], [-1.713, 1.031, 1.952]],
  "lowdin_charge": [-0.005, -0.367, -1.058, 0.018, 0.241, 0.606, 0.534, 0.092, 0.128, 0.154, 0.074, 0.148, 0.167, 0.126, 0.143]
}